Molecular formula: C21H49ClN4O3PtSSbSi3
Method: DFT, wB97M-V/def2-TZVPD

Results
2S+1 = 5
ΔE to the lowest compared entry with this formula, charge and spin = 10.422 eV
expectation value of S² = 6.0181
charge = +3

Geometry (Å):
Pt: 1.1146 -1.8485 -0.9406
C: -1.8684 -2.2073 -1.5162
N: -0.7194 -3.0449 -1.0123
C: -0.7453 -4.3325 -1.8126
N: -2.0136 -4.9985 -1.7071
C: -3.0740 -4.1206 -2.1985
N: -3.1324 -2.8804 -1.4074
C: -3.3752 -3.2367 -0.0037
N: -2.3233 -4.1119 0.5097
C: -1.0605 -3.4384 0.4220
C: -2.2782 -5.3312 -0.3054
H: -1.6720 -1.9641 -2.5635
H: -1.8958 -1.2837 -0.9271
H: 0.0457 -4.9744 -1.4226
H: -0.5442 -4.0865 -2.8558
H: -4.0311 -4.6339 -2.1244
H: -2.8906 -3.8738 -3.2454
H: -4.3357 -3.7439 0.0707
H: -3.4132 -2.3261 0.5989
H: -0.2533 -4.0756 0.7814
H: -1.0926 -2.5213 1.0165
H: -3.2332 -5.8488 -0.2326
H: -1.4935 -5.9893 0.0687
C: -4.4830 4.9664 3.3084
Si: -3.9582 5.3298 1.6045
C: -2.5461 6.4366 1.2841
C: -4.8734 4.5847 0.2187
Sb: -0.2244 0.8246 0.2887
Si: 1.3142 3.3863 2.1627
C: 0.4894 3.4493 3.8350
C: 2.9925 4.1789 2.1087
C: 1.2821 1.6614 1.4808
Si: 0.7304 1.7944 -2.0297
C: -0.0698 3.4750 -1.9084
C: 2.5899 1.8646 -2.0918
C: -0.0628 0.7117 -3.3195
H: -5.5088 5.3339 3.4400
H: -3.8498 5.4335 4.0609
H: -4.5303 3.8867 3.4773
H: -2.4735 7.2191 2.0417
H: -2.5846 6.8800 0.2891
H: -1.6268 5.8397 1.3500
H: -5.7729 5.1975 0.0607
H: -5.2247 3.5785 0.4520
H: -4.3118 4.5934 -0.7147
H: 0.3647 4.4777 4.1791
H: 1.1246 2.9421 4.5686
H: -0.4805 2.9521 3.8316
H: 2.9059 5.2587 2.2432
H: 3.5312 3.9931 1.1806
H: 3.5859 3.8011 2.9471
H: 1.9288 -0.1656 2.9143
H: 2.3342 -0.8569 -0.9573
H: 3.5026 1.3445 1.0109
H: 0.3773 4.0719 -1.1105
H: -1.1462 3.3981 -1.7430
H: 0.0793 4.0191 -2.8456
H: 3.0728 1.2959 -1.2980
H: 2.9294 2.8997 -2.0208
H: 2.9400 1.4635 -3.0455
H: -1.1322 0.9066 -3.4135
H: 0.0788 -0.3519 -3.1146
H: 0.4007 0.9117 -4.2897
Cl: 2.7226 0.4688 1.8889
C: 3.9913 0.6048 3.0438
C: 0.4859 -1.4055 4.7467
O: 1.3688 -1.3053 5.4859
O: -0.3826 -1.4756 3.9781
H: 4.8017 -0.0975 3.2347
H: 0.4824 -0.8075 0.5226
O: 2.1285 -4.1510 0.7027
S: 2.6580 -2.7996 0.5043
C: 1.9063 -2.8830 -2.5391
C: 3.3880 -2.7749 -2.7869
C: 4.1874 -3.5741 -1.7718
C: 4.2027 -2.9249 -0.3970
H: 1.3051 -2.4726 -3.3595
H: 1.6365 -3.9257 -2.3862
H: 3.7161 -1.7326 -2.8179
H: 3.5848 -3.1866 -3.7823
H: 5.2244 -3.6789 -2.0925
H: 3.7821 -4.5848 -1.6829
H: 4.5919 -1.9014 -0.4254
H: 4.8083 -3.5077 0.3056

Forces on atoms 1 to 6 (eV/Å):
Pt 0.464 0.285 0.108
C 0.023 -0.034 -0.054
N -0.109 -0.004 0.298
C 0.040 0.001 0.004
N -0.002 0.004 -0.005
C 0.002 -0.005 0.000